--- a ---
Entry from the Open Molecules 2025 dataset: C36H63Br27HgN3O3 as an isolated structure (ωB97M-V with the def2-TZVPD basis set).

Calculated values
Total charge: -1
2S+1: 1
Frontier orbital gap (eV): 1.67

Element x y z (Å)
Hg: -2.24261 21.20207 2.79571
Br: -5.53871 12.42111 9.34572
Br: -2.90177 8.74693 2.71628
Br: -5.39238 13.95731 12.32979
Br: -15.61488 11.23658 -0.53698
Br: 0.33868 18.17302 -6.74933
Br: -1.04232 27.15910 -5.78005
Br: -0.30794 7.13315 3.50263
Br: -15.45178 14.28451 -0.40456
Br: -9.58542 9.01049 6.21668
Br: -9.61398 9.10586 2.91480
Br: -14.06060 12.72093 -3.08715
Br: -2.46973 19.88883 -6.98035
Br: -2.41028 16.55785 -7.07326
Br: -6.02081 10.58301 11.77361
Br: -12.03500 20.30342 9.83391
Br: -16.37174 25.99953 1.56327
Br: -3.43140 29.23621 -6.36856
Br: -10.04614 17.85333 8.90469
Br: 0.72136 13.29149 7.10278
Br: -2.37783 28.50035 -3.21334
Br: -3.30965 6.07592 4.54747
Br: 2.43859 14.52703 9.43788
Br: -14.87945 24.86839 -1.14213
Br: -11.83653 10.68877 4.77012
Br: -0.54380 15.74370 8.80227
Br: -15.47031 22.85228 1.34427
Br: -12.64163 18.57242 7.15115
O: 1.91911 22.54844 2.36937
O: -3.71208 23.73762 6.85804
O: -4.69538 18.79181 0.14492
N: -4.56876 24.77294 7.40155
N: 2.35085 21.43379 1.56369
N: -6.09044 18.92948 0.69125
C: -5.54773 17.87288 2.86130
C: -2.27917 6.96317 3.15202
C: -8.95305 18.29634 1.14599
C: -4.97625 24.60683 8.80923
C: -6.66463 20.73804 -0.93986
C: -16.13637 24.43447 0.35665
C: -2.80934 27.78335 -5.06761
C: 3.97655 19.56236 -0.12168
C: -5.52267 25.29581 6.32443
C: -4.75650 25.82635 5.06350
C: -5.68547 25.91398 9.25968
C: 2.84741 21.91377 0.22738
C: 2.54860 19.77242 3.40565
C: -6.57372 24.23500 5.88170
C: -7.21663 18.28404 -1.57145
C: -7.90938 17.91006 2.20384
C: -1.58304 18.19420 -6.25208
C: 4.57412 20.94980 2.60888
C: -9.97189 10.05811 4.62174
C: -15.57057 12.80313 -1.76200
C: 0.65448 14.17957 8.84240
C: -6.81922 26.40781 8.40459
C: -11.20739 19.33475 8.34364
C: -5.89622 23.35969 9.05710
C: 4.07608 22.84248 0.23117
C: 3.05805 20.66096 -0.70346
C: 3.25735 20.43979 2.21195
C: -3.69158 24.48804 9.70392
C: -6.47895 17.78750 1.64886
C: 3.40982 19.20298 1.24044
C: -7.08716 19.28712 -0.39139
C: 1.68088 22.59546 -0.50147
C: -6.24119 26.51633 6.94632
C: -8.44800 19.48795 0.34484
C: -6.48030 16.39698 0.99244
C: -6.24440 12.46717 11.17070
H: 4.06178 18.60153 -0.62924
H: 2.08552 20.24229 -0.96230
H: -8.24322 16.94555 2.58642
H: 0.22582 13.44010 9.51881
H: 4.49839 21.85311 3.21421
H: -5.71842 17.09155 3.60192
H: -9.18989 19.50322 -0.45358
H: -7.27609 27.35054 8.70563
H: -3.04869 25.33412 9.46115
H: -6.05847 23.15559 10.11544
H: 0.67126 22.19553 -0.40755
H: -6.95914 24.56393 4.91662
H: -9.84174 18.63083 1.68119
H: 2.46408 20.45657 4.25000
H: -6.28979 17.90706 -2.00383
H: -3.72424 26.17317 5.11092
H: 5.00543 19.92075 -0.15364
H: -5.99151 25.84428 10.30351
H: -5.53989 16.29451 0.45091
H: 5.03757 22.39403 -0.01882
H: -3.87376 24.50899 10.77838
H: -1.78281 18.07179 -5.18756
H: -6.09807 23.28788 5.62710
H: 1.52318 19.50225 3.15341
H: -6.89306 23.40889 8.61896
H: -10.66857 20.04595 7.71756
H: -3.15843 23.55992 9.49787
H: -7.63518 25.71113 8.21236
H: 3.45203 20.99650 -1.66277
H: 2.37213 18.89154 1.12088
H: -5.26618 26.71326 4.68705
H: -7.16003 26.68028 6.38333
H: -16.52263 12.90955 -2.28195
H: -7.33681 20.97872 -1.76348
H: -7.36483 16.31429 0.36089
H: -7.37360 24.11692 6.61268
H: 5.10943 20.19701 3.18754
H: -2.54980 6.28618 2.34176
H: -5.60380 27.39731 6.87074
H: -3.51473 26.95369 -5.11444
H: -7.81058 17.45188 -1.19349
H: 4.18778 23.46344 1.12003
H: 3.89458 18.34275 1.70208
H: 2.99257 18.82665 3.71629
H: -5.59630 18.80816 3.41897
H: -4.64564 25.11641 4.24386
H: -4.90112 26.66723 9.18552
H: 1.57794 23.66149 -0.29877
H: 3.90918 23.54797 -0.58279
H: -7.70464 18.71679 -2.44475
H: -8.54445 20.36452 0.98547
H: 5.24284 21.17587 1.77835
H: -5.66913 20.71227 -1.38305
H: -6.67602 21.58277 -0.25110
H: -17.03374 24.11687 -0.17436
H: -5.46589 22.44179 8.65661
H: -9.37009 17.47529 0.56282
H: -7.30593 12.68563 11.05439
H: -9.29010 10.90735 4.57617
H: -8.00300 18.61741 3.02785
H: 1.89639 22.54497 -1.56876
H: -4.47753 17.77490 2.67911
H: -6.50586 15.60217 1.73789

=====

--- b ---
Entry from the Open Molecules 2025 dataset: C36H63Br27HgN3O3 as an isolated structure (ωB97M-V with the def2-TZVPD basis set).

Calculated values
Total charge: -1
2S+1: 1
Frontier orbital gap (eV): 3.46

Element x y z (Å)
Hg: -0.07239 -0.74988 -1.20018
Br: 1.60440 -2.24200 9.53431
Br: 5.80370 -4.65374 2.93432
Br: 1.51796 -0.88630 6.55714
Br: 3.31076 -2.94919 3.91398
Br: 5.84665 7.50078 2.99040
Br: 4.67931 1.45535 -2.39219
Br: -0.90888 -2.88323 7.68292
Br: 2.57586 2.21068 6.80274
Br: 1.21741 3.00137 -5.86010
Br: -5.09540 6.07712 1.95250
Br: -1.55266 -6.61774 5.52361
Br: -0.40897 2.66731 5.80047
Br: -3.92251 3.52636 3.48987
Br: 2.74397 -5.51867 1.86619
Br: 3.56417 4.49417 -2.03972
Br: -1.94543 2.43797 -6.29447
Br: 0.17889 -4.13585 4.45398
Br: 6.04187 -0.89585 2.72825
Br: -0.41424 -6.56478 2.41211
Br: 5.52159 -1.62557 -0.43912
Br: 6.74866 4.97960 1.43614
Br: 1.77565 5.04233 5.54112
Br: -0.98977 4.00033 -3.63187
Br: -6.55557 3.25737 1.47920
Br: 6.50153 1.38866 0.43528
Br: 3.50624 5.92821 1.27709
Br: 5.60814 3.89084 -4.36846
O: -2.45854 0.04002 -1.71508
O: -0.80097 -2.19210 -3.02146
O: 1.92713 -0.46725 0.01790
N: 0.60115 -2.41771 -2.82120
N: -3.86720 -0.08974 -1.78660
N: 0.92326 0.42262 0.65907
C: 0.91352 -3.68737 -2.09075
C: 1.82610 0.59048 3.09038
C: -0.79998 2.34651 2.20923
C: 5.44751 6.49700 1.29273
C: -4.46728 2.36525 -1.70085
C: 1.25817 -0.36656 -4.00906
C: 1.05379 -2.52484 7.65198
C: -3.75963 -2.13314 -0.31452
C: -3.98443 1.13549 -3.86817
C: 1.35095 -2.44748 -5.30209
C: -4.55608 0.18138 0.70001
C: -6.80464 -0.00002 -1.47184
C: -0.46527 2.56528 0.75929
C: 0.66862 0.12644 2.12226
C: -4.56506 0.99743 -2.46891
C: -0.06294 -6.08020 4.36192
C: 0.15742 -3.74026 -0.71198
C: 5.47156 -0.16235 0.97630
C: 0.70950 -4.92622 -2.94375
C: 0.73590 1.97992 -1.25693
C: 0.37161 -1.34079 2.36031
C: 1.99868 2.74237 0.75640
C: -6.13677 0.63186 -2.61803
C: 2.38638 -3.70339 -1.64136
C: 5.11739 3.41060 -2.43314
C: -5.55916 4.45618 2.75116
C: 3.31405 -3.38039 -2.81968
C: 2.97856 -2.00653 -3.46984
C: -4.48749 -0.72063 -0.62910
C: -0.67019 0.83007 2.58828
C: -0.58606 3.70935 -5.55177
C: 3.97958 -4.05814 2.42533
C: 1.16518 3.58425 6.59995
C: 1.49913 -1.88306 -3.89708
C: -5.96045 -1.11291 -0.95670
C: 0.88634 1.87112 0.26391
H: -3.38508 -2.74908 -1.13209
H: 4.03167 -3.35903 1.59069
H: -3.48609 2.81636 -1.84867
H: 1.97024 -0.06559 3.94881
H: 2.83345 0.55117 2.67590
H: -7.08566 0.75180 -0.73435
H: 1.69323 -3.33786 7.30817
H: 0.27045 0.05639 -4.19239
H: 0.80982 3.03639 -1.51486
H: -5.42553 0.82696 0.82402
H: -1.36926 2.28612 0.21803
H: 2.52762 -2.92232 -0.89432
H: 1.64732 1.58325 -1.70422
H: -0.01270 -5.62773 -2.52613
H: -4.34748 -2.72688 0.38548
H: 0.85358 3.91024 7.59229
H: 5.69093 7.17253 0.47266
H: 3.15786 -1.14961 -2.82050
H: 1.66405 1.54945 3.58253
H: 2.93433 2.18475 0.71512
H: 2.63183 -4.63047 -1.12330
H: -0.18624 1.56925 -1.66816
H: -0.42805 -1.75983 1.74952
H: 1.22965 -1.99299 2.19754
H: 0.02299 -1.33407 3.39304
H: 3.62317 -2.01715 -4.34874
H: 1.97498 0.06354 -4.70856
H: 0.54743 -3.04483 0.03123
H: -4.58435 2.35737 -0.61718
H: -0.44466 3.61448 0.46456
H: -0.15318 2.92472 2.86911
H: -1.01774 0.73882 3.61736
H: -1.49019 0.37512 2.03266
H: -6.63402 1.57509 -2.84422
H: -6.06407 -1.94419 -1.65410
H: -1.79095 2.79323 2.29005
H: -0.74382 4.71340 -5.94555
H: 2.00151 -1.93580 -6.01135
H: -6.24529 4.69918 3.56250
H: -0.91295 -3.61714 -0.87713
H: 1.86156 2.99071 1.80884
H: 1.53058 -3.52256 -5.29588
H: 0.28065 -4.76908 -0.37367
H: -4.17641 2.16540 -4.16907
H: 3.50089 -4.08890 -3.62665
H: 0.87803 -6.47060 4.74956
H: 5.92178 3.62264 -1.72880
H: -2.83253 -1.90984 0.21342
H: 2.07867 3.66056 0.17448
H: 0.16226 -4.68413 -3.85481
H: -5.18645 3.06806 -2.12150
H: -4.35332 0.44315 -4.62493
H: 1.46033 -0.06331 -2.98180
H: -6.46861 -1.40469 -0.03761
H: 4.42964 0.14819 1.05412
H: -7.67986 -0.49582 -1.89170
H: 1.57480 -5.51765 -3.24304
H: -2.89695 1.19943 -3.83088
H: 0.32713 -2.37917 -5.66985
H: 4.32978 -3.39236 -2.42441
H: -3.60789 0.69340 0.86393
H: -6.37878 0.10931 -3.54348
H: -4.69436 -0.51605 1.52620

=====

b is the most stable structure; the next one sits 0.1654 hartree above it.

=====

--- a ---
Entry from the Open Molecules 2025 dataset: one molecule with the formula C3H4N2S (ωB97M-V with the def2-TZVPD basis set).

Calculated values
Total charge: 0
2S+1: 1
Frontier orbital gap (eV): 9.00
SMILES string: CN(C#N)C=S

Element x y z (Å)
S: 2.21208 -1.76728 -0.48721
N: -1.18263 -2.19202 1.16709
N: -0.00453 -0.23547 0.25302
C: 1.20874 -0.47974 -0.43836
C: -0.65426 -1.27130 0.74523
C: -0.66282 1.07424 -0.03595
H: -0.19909 1.71812 0.80330
H: -1.81821 1.12661 -0.02254
H: 1.47692 0.47439 -1.06026
H: -0.37620 1.55245 -0.92434

=====

--- b ---
Entry from the Open Molecules 2025 dataset: C3H4N2S as an isolated structure (ωB97M-V with the def2-TZVPD basis set).

Calculated values
Total charge: 0
2S+1: 1
Frontier orbital gap (eV): 8.70

Element x y z (Å)
S: 2.52254 -0.96479 -0.23305
N: 0.27063 0.02907 -1.46781
N: 1.09248 -0.41348 0.56430
C: -1.28696 0.54343 0.46912
C: 0.08744 0.15525 -0.14954
C: -2.20648 1.07046 0.99356
H: -3.12363 1.04185 1.57559
H: 1.60341 0.26125 1.50705
H: -0.57290 0.24820 -1.83892
H: 1.61347 -1.97124 -1.42030

=====

a is the most stable structure; the next one sits 0.1538 hartree above it.